This record from the OMol25 dataset describes a structure of composition C22H15ClN8O4RuS. The level of theory is the ωB97M-V functional and the def2-TZVPD basis.

The geometry in XYZ format:
```
52
Properties=species:S:1:pos:R:3:mulliken_charge:R:1
Ru 0.28568 -1.46302 0.87842 0.27
O 0.15229 -5.44040 0.50791 -0.70
C -0.04797 -4.24455 0.53901 0.84
O 0.78845 -3.35459 0.98950 -0.58
C -1.34656 -3.66239 0.00903 0.32
C -2.33698 -4.51218 -0.51414 -1.00
C -3.48758 -3.95243 -0.98133 -0.60
C -3.67829 -2.55457 -0.88615 1.15
C -4.86812 -1.91959 -1.31210 -0.80
C -5.02677 -0.57283 -1.14716 -0.58
C -4.01330 0.19299 -0.53129 -0.68
C -2.84942 -0.39031 -0.11866 -0.70
C -2.64959 -1.77071 -0.32016 0.03
N -1.47238 -2.34957 0.06880 0.51
H -2.13512 -5.57316 -0.52435 0.54
H -4.27873 -4.56260 -1.40140 0.41
H -5.64933 -2.52489 -1.75622 0.36
H -5.93976 -0.08979 -1.47087 0.37
H -4.15258 1.25432 -0.37463 0.48
H -2.09397 0.18203 0.39697 0.53
N 4.56605 5.24990 0.69446 -0.59
C 3.44063 4.46838 0.44292 1.17
C 2.93790 3.62340 1.43558 -0.89
C 1.80716 2.86817 1.20274 -0.44
C 1.16391 2.95564 -0.02702 -0.56
C 1.65442 3.78204 -1.02279 -0.19
C 2.78735 4.54197 -0.78709 -0.76
S -0.25444 1.95390 -0.30226 1.38
O -0.78212 2.27585 -1.60334 -0.76
O -1.12041 2.06342 0.84218 -0.81
N 0.32512 0.44137 -0.25005 -0.06
C 1.13210 -0.06961 -1.19873 0.48
N 1.30847 -1.38457 -0.90878 0.27
C 2.12147 -2.12604 -1.63475 -0.08
C 2.74532 -1.56485 -2.73634 -0.79
C 2.49897 -0.21545 -2.97189 -0.18
N 1.71328 0.55057 -2.22605 -0.48
H 5.17360 4.90432 1.41853 0.23
H 5.06880 5.55563 -0.12164 0.22
H 3.44728 3.55021 2.38907 0.29
H 1.43759 2.18578 1.95754 0.43
H 1.15127 3.80997 -1.97959 0.47
H 3.17719 5.19085 -1.56322 0.26
H 2.26294 -3.15160 -1.31548 0.49
H 3.40958 -2.13851 -3.36375 0.38
H 2.97811 0.28073 -3.81043 0.40
Cl 2.25954 -0.68942 1.90035 -0.40
N -0.74361 -1.19820 2.58461 -0.49
C -0.92185 -0.74557 3.65102 0.62
N -1.31358 -0.31932 4.77292 -0.69
C -0.58594 0.12925 5.76839 0.48
N -0.04609 0.53004 6.71172 -0.57
```

Kohn-Sham gap (alpha / beta): 7.30 / 7.24 eV
2S+1: 2
ΔE to the lowest compared entry with this formula, charge and spin: 46.6 kJ/mol
maximum force: 0.63 eV/A
net charge: -1

***

This record from the OMol25 dataset describes an isolated molecule of C21H23N3O4. The level of theory is the ωB97M-V functional and the def2-TZVPD basis.

The geometry in XYZ format:
```
51
Properties=species:S:1:pos:R:3:mulliken_charge:R:1
C -2.24051 2.17263 -3.79043 -0.83
H -2.48589 3.22030 -3.95677 0.26
O -2.43895 1.95054 -2.41415 -0.45
C -2.14001 0.72594 -1.90760 0.13
C -2.29390 0.59432 -0.52571 0.07
C -1.97809 -0.59916 0.09836 0.02
C -1.52761 -1.68343 -0.65082 -0.28
C -1.41490 -1.55443 -2.02057 -1.31
C -1.70778 -0.36062 -2.65906 0.02
H -1.58608 -0.29064 -3.72745 0.43
H -1.08160 -2.39733 -2.60761 0.34
H -1.27986 -2.61546 -0.17307 0.47
N -2.05651 -0.71387 1.51233 0.23
C -1.74181 0.31760 2.38089 0.14
O -1.56959 1.46931 2.08533 -0.61
C -1.56142 -0.27912 3.77999 0.16
N -0.13968 -0.23312 4.13166 -0.45
C 0.75114 -0.15577 3.03105 0.09
C 1.53813 0.97310 2.82608 -0.85
C 2.30615 1.10225 1.69133 -0.50
C 2.30302 0.12027 0.69414 0.27
C 1.59713 -1.05468 0.95919 0.01
C 0.84311 -1.19105 2.10916 -0.41
H 0.30083 -2.10994 2.27139 0.58
H 1.60483 -1.87658 0.26102 0.19
N 3.04532 0.33482 -0.46739 -0.05
C 3.19028 -0.72429 -1.44655 -1.15
H 3.32508 -1.68295 -0.94713 0.49
C 1.99666 -0.76976 -2.40996 0.72
H 2.16690 -1.49353 -3.20907 0.45
O 1.81127 0.47816 -3.04738 -0.48
C 1.64988 1.51168 -2.09952 0.01
C 2.86016 1.59957 -1.15950 -1.18
H 2.70739 2.41021 -0.45094 0.45
H 3.76267 1.80112 -1.74587 0.34
H 1.53446 2.43338 -2.67267 0.45
H 0.74141 1.33608 -1.50057 -0.02
H 1.08212 -1.03724 -1.86098 -0.61
H 4.09756 -0.50497 -2.02104 0.37
H 2.90829 1.98914 1.56875 0.54
H 1.52992 1.76887 3.55793 0.32
H 0.04840 0.53046 4.77059 0.36
C -2.10380 -1.69904 3.65130 -0.99
C -2.33165 -1.90901 2.17013 0.41
O -2.71484 -2.91804 1.64488 -0.59
H -3.04760 -1.83921 4.17930 0.35
H -1.39883 -2.43933 4.02940 0.34
H -2.12214 0.30591 4.51248 0.58
H -2.63661 1.44853 0.03194 0.53
H -2.90222 1.54652 -4.39771 0.34
H -1.20023 1.99188 -4.07910 0.31
```

Kohn-Sham gap: 8.16 eV
ΔE to the lowest compared entry with this formula, charge and spin: 222.1 kJ/mol
maximum force: 0.52 eV/A
SMILES: COc1cccc(N2C(=O)C[C@@H](Nc3ccc(N4CCOCC4)cc3)C2=O)c1

***

This record from the OMol25 dataset describes an isolated molecule of C5H8S. The level of theory is the ωB97M-V functional and the def2-TZVPD basis.

The geometry in XYZ format:
```
14
Properties=species:S:1:pos:R:3:mulliken_charge:R:1
C 2.01410 1.14700 0.84972 -0.79
C -0.72759 1.48824 0.31000 -0.87
C -0.90894 0.14034 -0.21163 0.14
C -1.04153 -0.98200 -0.62645 0.60
C -1.14859 -2.34017 -1.11275 -1.33
H 2.14976 0.21176 0.34127 0.27
H 1.59091 0.97027 1.83475 0.25
H 2.99242 1.62983 0.98791 0.31
H -1.47774 2.14734 -0.12626 0.31
H -0.89396 1.47582 1.41960 0.31
H -1.25166 -2.47485 -2.21940 0.28
H -1.95869 -2.86380 -0.62892 0.31
H -0.24622 -2.80993 -0.80314 0.30
S 0.90774 2.26015 -0.01471 -0.08
```

Kohn-Sham gap: 9.57 eV
ΔE to the lowest compared entry with this formula, charge and spin: 149.1 kJ/mol
maximum force: 1.15 eV/A
SMILES: CC#CCSC

***

This record from the OMol25 dataset describes a cluster of 12 separate species, C40H112N8O12 in total. The level of theory is the ωB97M-V functional and the def2-TZVPD basis.

The geometry in XYZ format:
```
172
Properties=species:S:1:pos:R:3:mulliken_charge:R:1
C -1.56079 -4.13588 -0.22421 -1.33
C -1.38286 -4.66905 1.19785 0.41
C 0.05088 -4.66609 1.71859 -0.21
O 1.08238 -4.94130 0.80047 -0.47
C 1.47773 -3.85141 -0.00235 -0.24
N -2.20932 -3.92160 2.17251 -0.27
H -1.16259 -3.12478 -0.31143 -0.13
H -2.61045 -4.19762 -0.51824 0.78
H -1.05249 -4.82176 -0.90856 0.35
H -1.81307 -5.67876 1.19892 0.27
H 0.13263 -5.30435 2.59578 0.49
H 0.19971 -3.62433 2.06103 -0.19
H 2.54996 -3.90246 -0.17667 0.31
H 1.22335 -2.91227 0.50499 -0.10
H 0.88791 -3.88428 -0.92118 0.22
H -3.05755 -3.63865 1.69090 0.25
H -1.74340 -3.03910 2.38199 -0.09
C -6.83467 -4.31069 4.71735 -1.45
C -5.65321 -3.84896 3.87057 0.66
C -5.21886 -2.43641 4.17735 -1.16
O -4.09946 -2.00345 3.42431 -0.18
C -4.39093 -1.43627 2.17048 -0.62
N -4.52481 -4.80444 4.03573 -0.87
H -6.87059 -5.39841 4.70348 0.39
H -7.78859 -3.97227 4.30567 0.34
H -6.73605 -3.94703 5.74094 0.33
H -5.97564 -3.87486 2.81503 0.25
H -4.96992 -2.33442 5.23671 0.56
H -6.05438 -1.74376 3.99636 0.41
H -4.99056 -0.52711 2.20631 0.50
H -4.91029 -2.17809 1.53727 0.43
H -3.43381 -1.27753 1.67322 -0.23
H -4.68776 -5.53209 3.33869 0.31
H -3.69895 -4.37858 3.59163 0.36
C -3.41056 2.30054 6.66294 -1.58
C -3.93545 1.56351 5.44182 0.15
C -2.95862 1.64367 4.26987 0.11
O -3.68668 1.41638 3.08539 -0.28
C -3.18030 2.13960 1.97711 -0.37
N -4.27247 0.18946 5.86542 -0.66
H -4.16680 2.33435 7.44721 0.39
H -3.17723 3.34368 6.43154 0.41
H -2.50173 1.84886 7.07055 0.31
H -4.83363 2.06761 5.07787 0.26
H -2.08621 0.98452 4.36417 -0.25
H -2.56094 2.67071 4.28052 0.45
H -3.38864 1.54758 1.08144 -0.05
H -2.09019 2.21283 2.04785 0.19
H -3.64300 3.12600 1.89465 0.37
H -3.43152 -0.09932 6.35984 0.29
H -4.35113 -0.41823 5.05684 0.23
C -0.85355 4.69651 0.98295 -1.37
C -1.29320 4.52277 -0.46542 0.74
C -2.16836 5.66824 -0.95253 -0.88
O -3.39726 5.57182 -0.31751 -0.21
C -4.47878 6.14402 -1.02496 -0.79
N -0.17826 4.14289 -1.35815 -0.52
H -1.74504 4.81854 1.59320 0.52
H -0.24471 5.60626 1.03626 0.52
H -0.28270 3.84234 1.34465 -0.18
H -1.95445 3.64617 -0.40946 -0.14
H -2.21236 5.70566 -2.04891 0.46
H -1.70893 6.63178 -0.66485 0.36
H -4.55174 7.23152 -0.89003 0.29
H -5.39251 5.65192 -0.71035 0.25
H -4.32733 6.03148 -2.10691 0.34
H -0.56278 3.74983 -2.21740 0.31
H 0.18700 5.02126 -1.73899 0.27
C 2.93256 2.13607 -4.60347 -0.88
C 3.98671 3.24161 -4.47347 0.71
C 4.30374 3.89321 -5.81550 -0.96
O 5.07943 3.05483 -6.62634 -0.32
C 6.45526 3.29931 -6.54195 -0.70
N 3.56921 4.21304 -3.47683 -0.54
H 1.99211 2.47332 -5.04634 0.30
H 2.79753 1.71423 -3.60515 -0.23
H 3.29973 1.32131 -5.23529 0.37
H 4.88065 2.72301 -4.11279 0.18
H 4.78851 4.85522 -5.61430 0.42
H 3.34588 4.06530 -6.31803 0.32
H 7.00619 2.63709 -7.20465 0.26
H 6.84808 3.11411 -5.52883 0.29
H 6.69089 4.34483 -6.77875 0.30
H 3.79394 3.92090 -2.53715 0.11
H 2.56989 4.37355 -3.49882 0.23
C 0.83354 -1.83192 -4.63452 -1.48
C 2.31099 -1.49912 -4.46267 2.83
C 3.12263 -2.63792 -3.85959 -0.29
O 2.88268 -3.80597 -4.58643 -0.35
C 3.52558 -4.92539 -4.06229 -0.69
N 2.84311 -1.19196 -5.82199 -0.75
H 0.69111 -2.46095 -5.50905 0.51
H 0.28777 -0.89336 -4.58380 0.34
H 0.45539 -2.44353 -3.80719 -0.24
H 2.43409 -0.55902 -3.92808 -1.68
H 2.81045 -2.74511 -2.80129 -0.10
H 4.19115 -2.37196 -3.83465 0.52
H 3.21166 -5.78588 -4.64734 0.29
H 3.28166 -5.07278 -3.00292 0.18
H 4.61722 -4.82318 -4.13824 0.31
H 3.84871 -1.08559 -5.70658 0.30
H 2.74018 -2.00598 -6.42026 0.35
C 2.72678 -1.93227 4.64023 -1.76
C 2.51208 -1.19633 3.31345 1.06
C 3.24541 -1.87146 2.18409 0.00
O 4.63672 -1.57696 2.36485 -0.40
C 5.52044 -2.55991 1.86231 -0.67
N 1.06772 -1.20994 3.03759 0.28
H 2.67061 -1.23512 5.47835 0.35
H 3.72443 -2.38091 4.65167 0.33
H 2.02235 -2.74554 4.81277 0.34
H 2.88017 -0.17037 3.42301 0.02
H 3.00992 -1.44559 1.19432 -0.59
H 3.08053 -2.94758 2.08621 0.59
H 4.97354 -3.33707 1.32606 0.29
H 6.04262 -3.00757 2.71655 0.28
H 6.29553 -2.12588 1.23022 0.22
H 0.49009 -0.92354 3.81689 0.33
H 0.88406 -0.56471 2.27210 -0.39
C -3.85811 -0.78798 -1.95365 -1.12
C -3.93391 -0.95978 -3.45968 0.60
C -3.70198 -2.41032 -3.85963 -0.96
O -2.36304 -2.73974 -3.61779 0.12
C -2.08581 -4.08905 -3.80303 -0.96
N -5.25494 -0.47760 -3.93330 -0.75
H -4.55536 -1.42827 -1.40786 0.42
H -4.18423 0.24121 -1.75465 0.44
H -2.85802 -0.89646 -1.53946 -0.10
H -3.16966 -0.36006 -3.95857 0.10
H -3.93787 -2.58250 -4.92568 0.32
H -4.38476 -3.08340 -3.31242 0.38
H -2.79839 -4.76113 -3.30282 0.38
H -1.05570 -4.33586 -3.56809 0.19
H -2.24225 -4.37063 -4.86323 0.35
H -5.47101 -1.00040 -4.78329 0.28
H -5.95253 -0.87753 -3.30230 0.30
C 0.32135 2.50682 5.38203 -1.06
C 1.46227 1.95044 4.57598 0.68
O 2.44929 2.99279 4.39881 -0.63
H 0.69678 2.85264 6.34457 0.39
H -0.41902 1.72905 5.56116 0.16
H -0.07771 3.37433 4.85404 0.25
H 1.22189 1.61060 3.56731 -0.07
H 1.94002 1.14838 5.14868 0.06
H 3.32127 2.59434 4.45081 0.31
C 3.13783 5.27565 -0.38311 -1.49
C 2.79317 4.05816 0.46287 -0.23
O 2.27657 2.97069 -0.32995 0.78
H 4.17932 5.23303 -0.69105 0.39
H 3.01797 6.17944 0.22601 0.39
H 2.47062 5.43655 -1.22619 0.21
H 2.12956 4.26805 1.30381 0.44
H 3.71023 3.66997 0.90919 0.42
H 1.37336 3.20834 -0.61055 -0.41
C 0.22958 -0.35274 -1.49086 -0.05
C -0.37888 0.43776 -0.35032 0.90
O 0.54223 0.52184 0.74112 -0.13
H 0.96999 0.29256 -1.96903 0.30
H -0.50715 -0.65146 -2.24473 0.13
H 0.60667 -1.31410 -1.14169 -0.37
H -1.20494 -0.14569 0.06068 -0.45
H -0.65612 1.46266 -0.60356 -0.65
H 1.44918 0.74526 0.50217 -0.25
C 5.52260 -0.50993 -1.27474 -1.67
C 4.24317 0.30098 -1.26715 2.26
O 4.61197 1.66270 -1.08590 -0.64
H 6.12391 -0.41972 -0.36726 0.34
H 6.18005 -0.14162 -2.06469 0.41
H 5.32353 -1.57997 -1.38144 0.34
H 3.59981 -0.02666 -0.44514 -0.93
H 3.78348 0.17652 -2.25287 -0.46
H 3.81900 2.15451 -0.81777 0.13
```

Kohn-Sham gap: 9.15 eV
ΔE to the lowest compared entry with this formula, charge and spin: 60.6 kJ/mol
maximum force: 1.89 eV/A
SMILES: COC[C@H](C)N.COC[C@H](C)N.COC[C@H](C)N.COC[C@H](C)N.COC[C@H](C)N.COC[C@H](C)N.COC[C@H](C)N.COC[C@H](C)N.CCO.CCO.CCO.CCO

***

This record from the OMol25 dataset describes the ion C3HBrNOS2 with charge -1. The level of theory is the ωB97M-V functional and the def2-TZVPD basis.

The geometry in XYZ format:
```
9
Properties=species:S:1:pos:R:3:mulliken_charge:R:1
C -0.61148 -0.61271 0.76165 -0.61
C -1.31900 -0.01401 -0.22572 0.57
C 1.93805 0.28162 -0.86287 0.20
N 1.03318 0.75784 -1.37862 -0.07
O -0.49996 0.38794 -1.26356 -0.25
S -2.84791 0.54844 -0.35612 -0.41
S 3.48619 0.46733 -0.45358 -0.32
Br -1.57353 -1.04024 2.56081 -0.32
H 0.39447 -0.77621 1.21800 0.21
```

Kohn-Sham gap: 5.54 eV
ΔE to the lowest compared entry with this formula, charge and spin: 295.4 kJ/mol
maximum force: 8.30 eV/A
SMILES: S=C=NO/C([S-])=C/Br
net charge: -1

***

Question: What is the formula in the second record?
Answer: C21H23N3O4

***

Question: What is the ΔE to the lowest compared entry with this formula, charge and spin in the first record?
Answer: 46.6 kJ/mol

***

Question: maximum force of number 3 (C5H8S)?
Answer: 1.15 eV/A